# 1
A structure of composition C23H39Cl3N6O2SSbSiTc. Source: the OMol25 dataset; level of theory: ωB97M-V/def2-TZVPD.

Element x y z (Å)
Tc 0.27 0.86 0.24
N -0.05 0.94 2.41
N -1.41 1.25 2.64
C -2.32 0.85 1.65
O -3.50 0.83 1.87
O -1.73 0.55 0.51
H 0.23 0.08 2.87
H 0.58 1.67 2.76
H -1.73 1.29 3.59
C 0.22 3.95 0.93
N 0.32 2.88 -0.08
C 0.35 3.23 -1.34
C 0.36 2.21 -2.30
C 0.37 2.17 -3.69
C 0.30 0.81 -4.04
C 0.25 0.09 -2.85
N 0.29 0.92 -1.79
C -1.07 4.74 0.83
C -2.27 4.14 0.47
C -3.44 4.88 0.43
C -3.42 6.23 0.76
C -2.22 6.84 1.11
C -1.05 6.09 1.14
H 1.08 4.60 0.82
H 0.32 3.50 1.91
H 0.36 4.28 -1.61
H 0.41 3.01 -4.35
H 0.25 0.40 -5.03
H 0.20 -0.98 -2.73
H -2.30 3.09 0.20
H -4.37 4.40 0.16
H -4.33 6.81 0.73
H -2.20 7.89 1.36
H -0.12 6.57 1.42
N 3.89 -1.07 -3.72
C 4.19 -0.66 -2.48
N 5.03 -1.37 -1.75
S 3.54 0.83 -1.95
H 4.42 -1.79 -4.18
H 3.26 -0.51 -4.26
H 5.40 -2.26 -2.07
H 5.24 -1.06 -0.82
C 2.57 -3.35 -0.18
C 1.10 -3.74 -0.23
C 0.81 -4.98 0.60
Sb -0.17 -2.03 0.18
C -1.73 -2.54 -1.25
C -2.20 -3.99 -1.08
C -2.89 -1.57 -1.32
C -0.87 -2.30 2.21
C -1.89 -3.40 2.47
C 0.34 -2.41 3.14
H 3.20 -4.22 -0.40
H 2.86 -2.98 0.81
H 2.79 -2.57 -0.90
H 0.83 -3.94 -1.27
H 1.14 -4.86 1.63
H 1.36 -5.82 0.18
H -0.25 -5.25 0.61
H -1.17 -2.49 -2.19
H -2.72 -4.14 -0.13
H -1.39 -4.71 -1.14
H -2.91 -4.22 -1.88
H -3.44 -1.51 -0.38
H -3.59 -1.92 -2.09
H -2.58 -0.56 -1.58
H -1.38 -1.35 2.40
H -1.48 -4.39 2.32
H -2.78 -3.29 1.85
H -2.22 -3.34 3.51
H 0.85 -3.36 3.02
H 0.03 -2.35 4.18
H 1.10 -1.64 2.97
Cl 2.50 1.90 2.62
Si 2.83 1.21 0.44
Cl 3.53 3.13 -0.04
Cl 4.22 -0.20 1.15

Output
spin multiplicity	4
gap between HOMO and LUMO (alpha / beta)	7.95 / 6.61	eV
highest occupied orbital energy (alpha / beta)	-11.170 / -11.229	eV
LUMO level (alpha / beta)	-0.11824 / -0.16985	hartree
⟨S²⟩	3.80
total charge	+1



# 2
A cluster of 7 separate species, C23H39N3O24PS2 in total. Source: the OMol25 dataset; level of theory: ωB97M-V/def2-TZVPD.

Element x y z (Å)
N -3.20 -0.18 3.60
P -2.71 -0.63 2.12
O -1.81 0.68 1.32
O -4.14 -0.88 1.15
S -1.54 -2.45 2.08
O -0.35 -2.35 1.06
O -2.51 -3.53 1.45
N -1.09 -3.06 3.64
S 0.17 -2.15 4.42
O 0.46 -2.90 5.78
O -0.28 -0.71 4.88
C 1.80 -2.09 3.51
C 2.42 -0.55 3.35
C 1.48 0.44 2.45
C 2.22 1.13 1.16
C 1.50 0.74 -0.29
N 1.92 -0.67 -0.72
H -2.81 -0.87 4.28
H -1.43 1.29 2.04
H -4.15 -0.21 0.41
H 1.81 -2.68 2.47
H 2.62 -2.66 4.17
H 3.48 -0.61 2.81
H 2.58 -0.09 4.44
H 0.52 -0.16 2.17
H 1.11 1.32 3.18
H 3.35 0.85 1.07
H 2.10 2.31 1.25
H 0.33 0.80 -0.27
H 1.87 1.52 -1.10
H 2.98 -0.60 -0.76
H 1.62 -0.83 -1.71
C 5.63 2.62 3.51
C 6.95 2.94 2.89
O 7.02 2.05 1.79
C 5.73 1.72 1.46
O 5.41 1.11 0.46
O 4.86 2.17 2.41
H 5.17 3.50 3.97
H 5.70 1.82 4.25
H 7.01 3.97 2.51
H 7.79 2.77 3.57
C -0.61 -3.24 -4.52
C 0.81 -3.68 -4.72
O 1.54 -2.47 -4.65
C 0.78 -1.58 -3.94
O 1.17 -0.50 -3.55
O -0.48 -2.07 -3.73
H -1.21 -3.99 -4.01
H -1.10 -2.97 -5.47
H 1.15 -4.34 -3.92
H 0.96 -4.17 -5.68
C -5.16 -0.69 -2.59
C -3.84 -0.37 -3.21
O -3.78 -1.26 -4.31
C -5.06 -1.58 -4.63
O -5.39 -2.20 -5.64
O -5.94 -1.14 -3.69
H -5.62 0.19 -2.12
H -5.10 -1.49 -1.85
H -3.79 0.66 -3.59
H -3.01 -0.54 -2.53
C -6.44 -0.04 -7.86
C -7.10 -1.11 -8.66
O -7.73 -0.40 -9.71
C -7.05 0.78 -9.85
O -7.21 1.56 -10.77
O -6.17 0.96 -8.82
H -5.52 -0.38 -7.39
H -7.10 0.38 -7.09
H -6.38 -1.82 -9.09
H -7.84 -1.67 -8.08
C -1.54 -1.82 7.95
C -2.87 -1.22 8.24
O -3.10 -1.57 9.60
C -1.88 -1.79 10.16
O -1.68 -1.95 11.35
O -0.89 -1.81 9.21
H -0.97 -1.23 7.22
H -1.61 -2.85 7.60
H -2.87 -0.13 8.16
H -3.66 -1.62 7.60
C 6.53 4.18 -1.68
C 5.33 5.05 -1.85
O 5.43 5.95 -0.76
C 6.74 6.00 -0.41
O 7.21 6.80 0.38
O 7.46 5.03 -1.04
H 6.92 3.83 -2.64
H 6.34 3.32 -1.04
H 5.35 5.62 -2.79
H 4.39 4.49 -1.80

Output
gap between HOMO and LUMO	8.30	eV
highest occupied orbital energy	-6.610	eV
LUMO level	0.06221	hartree
total charge	-1



# 3
A cluster of 6 separate species, C23H39N3O9 in total. Source: the OMol25 dataset; level of theory: ωB97M-V/def2-TZVPD.

Element x y z (Å)
C 1.01 -3.25 -3.29
C 1.26 -3.06 -1.80
C 2.71 -3.62 -1.44
O 3.18 -2.58 -0.60
C 2.55 -1.43 -0.85
O 2.83 -0.35 -0.40
O 1.47 -1.67 -1.57
H 0.98 -4.35 -3.58
H 1.60 -2.70 -3.94
H 0.04 -2.99 -3.61
H 0.51 -3.34 -1.12
H 3.45 -3.92 -2.18
H 2.62 -4.46 -0.79
C -2.26 2.60 0.19
C -3.61 2.86 -0.51
C -3.69 4.12 -1.34
O -4.04 3.78 -2.64
C -4.23 2.44 -2.63
O -4.61 1.85 -3.65
O -4.01 1.87 -1.39
H -1.90 3.53 0.70
H -1.55 2.28 -0.53
H -2.42 1.92 1.01
H -4.32 2.96 0.27
H -2.85 4.79 -1.39
H -4.33 4.82 -0.92
C 1.14 1.53 -2.44
O 0.60 0.51 -3.30
C -0.48 0.81 -3.92
O -0.92 2.15 -3.92
O -1.06 -0.15 -4.69
C -2.40 -0.09 -4.89
H 1.58 2.37 -3.13
H 1.96 1.06 -2.07
H 0.56 1.94 -1.67
H -2.66 0.86 -5.30
H -2.89 -0.14 -3.95
H -2.68 -0.94 -5.52
C 2.56 2.82 5.83
C 2.45 2.52 4.30
C 0.99 2.33 3.93
C 0.98 2.09 2.49
N 0.94 1.82 1.36
H 1.82 3.63 6.08
H 3.58 3.03 5.96
H 2.42 2.00 6.48
H 3.06 1.69 3.99
H 2.72 3.53 3.79
H 0.21 2.93 4.33
H 0.67 1.40 4.35
C -3.54 -0.97 -1.11
C -2.07 -0.60 -1.06
C -1.35 -0.75 0.33
C -1.06 -2.18 0.62
N -0.86 -3.32 0.93
H -4.10 -0.25 -0.44
H -3.76 -1.96 -0.83
H -3.96 -0.69 -2.14
H -1.93 0.47 -1.36
H -1.56 -1.16 -1.76
H -1.67 -0.28 1.26
H -0.23 -0.46 0.28
C 3.46 -3.58 2.94
C 2.13 -2.96 2.49
C 2.12 -1.42 2.56
C 2.00 -1.01 4.03
N 1.93 -0.74 5.09
H 3.64 -3.57 4.00
H 4.33 -3.11 2.55
H 3.42 -4.56 2.79
H 1.33 -3.45 3.08
H 1.95 -3.31 1.45
H 1.24 -0.97 2.06
H 2.97 -1.00 2.16

Output
gap between HOMO and LUMO	10.37	eV
highest occupied orbital energy	-9.897	eV
LUMO level	0.01752	hartree
total charge	0



# 4
A cluster of 6 separate species, C23H40F12NO6S in total. Source: the OMol25 dataset; level of theory: ωB97M-V/def2-TZVPD.

Element x y z (Å)
F -0.05 3.57 -0.04
C 1.08 2.91 -0.33
F 2.05 3.58 0.28
F 1.02 1.72 0.27
O 1.35 2.83 -1.59
C 0.23 2.27 -2.42
N 0.75 1.33 -3.30
C 0.01 1.26 -4.53
C -0.87 -0.04 -4.67
C -0.41 -1.13 -3.71
C -0.92 -0.91 -2.30
C -1.11 -2.13 -1.43
F -1.36 -3.24 -2.10
F -2.26 -1.93 -0.72
C -0.06 -2.35 -0.32
F -0.15 -1.36 0.52
F -0.42 -3.42 0.36
S 1.73 -2.55 -0.83
F 1.35 -3.01 -2.26
F 1.86 -1.07 -1.24
F 2.19 -2.15 0.64
F 1.73 -4.06 -0.34
F 3.24 -2.76 -1.21
H -0.49 1.80 -1.72
H -0.25 3.13 -2.92
H 0.73 1.25 -5.37
H -0.66 2.12 -4.68
H -1.91 0.21 -4.44
H -0.75 -0.42 -5.68
H 0.68 -1.04 -3.68
H -0.62 -2.12 -4.12
H -0.33 -0.16 -1.77
H -1.90 -0.45 -2.40
C -1.90 -5.80 1.10
C -2.00 -7.24 1.52
O -2.71 -8.03 0.94
C -1.18 -7.67 2.71
H -2.54 -5.62 0.24
H -2.22 -5.15 1.92
H -0.87 -5.56 0.83
H -1.47 -7.10 3.60
H -0.12 -7.51 2.51
H -1.34 -8.73 2.91
C 7.39 2.17 0.54
C 6.61 3.44 0.31
O 7.17 4.52 0.31
C 5.13 3.31 0.09
H 8.44 2.40 0.68
H 7.01 1.66 1.43
H 7.29 1.51 -0.33
H 4.66 2.85 0.97
H 4.93 2.70 -0.79
H 4.69 4.29 -0.06
C -4.53 6.50 0.58
C -3.42 5.81 -0.20
O -3.67 5.05 -1.09
C -2.01 6.13 0.21
H -5.49 6.18 0.19
H -4.47 6.23 1.64
H -4.44 7.58 0.48
H -1.84 5.85 1.25
H -1.82 7.20 0.09
H -1.31 5.58 -0.42
C 3.39 -1.37 3.28
C 4.45 -1.35 4.36
O 5.60 -1.66 4.13
C 4.01 -0.93 5.74
H 3.84 -1.69 2.34
H 2.60 -2.07 3.55
H 2.97 -0.37 3.15
H 3.24 -1.61 6.11
H 3.62 0.09 5.71
H 4.87 -0.96 6.42
C -5.38 0.79 0.56
C -5.71 -0.05 -0.65
O -5.55 0.37 -1.77
C -6.26 -1.44 -0.40
H -5.00 1.75 0.24
H -6.27 0.94 1.17
H -4.61 0.29 1.16
H -7.19 -1.38 0.17
H -5.53 -2.03 0.16
H -6.45 -1.93 -1.35

Output
gap between HOMO and LUMO	4.82	eV
highest occupied orbital energy	-2.730	eV
LUMO level	0.07685	hartree
total charge	-1



# 5
A structure of composition C23H40Ge2N2O2PRuS2. Source: the OMol25 dataset; level of theory: ωB97M-V/def2-TZVPD.

Element x y z (Å)
Ru -0.46 -0.76 0.96
C -3.85 2.53 1.32
C -2.73 1.64 1.89
Ge -0.88 1.79 1.09
C 0.37 2.56 2.55
C -0.19 3.96 2.92
C -0.71 2.94 -0.60
C -0.41 2.21 -1.67
Ge 0.26 0.34 -1.37
C -0.64 -0.86 -2.60
C -1.01 -0.17 -3.94
C 2.25 0.51 -1.28
C 2.93 0.15 -2.63
C -0.70 2.81 -2.95
C -1.96 3.44 -3.19
C -2.35 4.06 -4.23
C -1.35 4.33 -5.22
C -0.09 3.66 -5.13
C 0.19 2.93 -4.06
H -4.88 2.22 1.71
H -3.96 2.58 0.25
H -3.81 3.56 1.72
H -3.00 0.60 1.71
H -2.60 1.76 2.97
H 1.32 2.65 2.07
H 0.37 1.80 3.36
H 0.41 4.79 2.51
H -0.16 4.11 4.00
H -1.23 4.17 2.58
H -0.96 3.93 -0.44
H -1.53 -1.16 -2.03
H -0.11 -1.78 -2.78
H -1.68 0.70 -3.98
H -1.54 -0.92 -4.53
H -0.14 0.16 -4.49
H 2.55 -0.12 -0.45
H 2.42 1.54 -0.97
H 2.97 -0.88 -2.90
H 3.98 0.46 -2.61
H 2.49 0.63 -3.52
H -2.74 3.34 -2.40
H -3.24 4.59 -4.47
H -1.62 4.97 -6.03
H 0.54 3.79 -5.99
H 1.19 2.50 -4.08
C 5.70 -1.54 0.94
C 4.60 -2.25 1.67
O 3.36 -2.39 0.84
P 1.96 -2.64 1.33
S 0.53 -2.68 -0.13
S 1.35 -1.03 2.53
O 2.10 -3.99 2.10
C 1.05 -4.75 2.78
C 0.69 -5.94 1.92
H 6.51 -1.36 1.63
H 5.39 -0.54 0.58
H 5.98 -2.05 0.01
H 4.25 -1.68 2.58
H 4.83 -3.26 1.90
H 0.24 -4.04 2.89
H 1.45 -5.01 3.76
H 0.24 -5.60 0.96
H -0.08 -6.51 2.50
H 1.58 -6.60 1.82
N -3.43 -3.36 2.49
C -3.08 -2.80 3.70
C -2.16 -1.82 3.34
N -1.98 -1.86 1.95
C -2.74 -2.84 1.46
H -3.97 -4.19 2.32
H -3.60 -3.06 4.65
H -1.75 -1.05 3.95
H -2.73 -3.19 0.47

Output
spin multiplicity	6
gap between HOMO and LUMO (alpha / beta)	7.53 / 4.69	eV
highest occupied orbital energy (alpha / beta)	-13.184 / -13.709	eV
LUMO level (alpha / beta)	-0.20776 / -0.33135	hartree
⟨S²⟩	8.80
total charge	+2



# 6
A structure of composition C23H40N4O2S2SiTi. Source: the OMol25 dataset; level of theory: ωB97M-V/def2-TZVPD.

Element x y z (Å)
Ti 0.68 -0.05 -0.21
C -5.14 -2.25 3.00
Si -4.65 -1.01 1.67
C -4.47 0.67 2.47
C -6.03 -0.91 0.40
C -3.14 -1.69 0.79
C -3.28 -2.92 0.15
C -2.25 -3.51 -0.57
C -1.05 -2.84 -0.64
N -0.87 -1.68 -0.01
C -1.86 -1.09 0.70
S -1.36 0.41 1.36
H -6.06 -1.94 3.50
H -4.35 -2.33 3.75
H -5.31 -3.25 2.58
H -5.43 0.94 2.92
H -4.19 1.43 1.74
H -3.71 0.66 3.25
H -6.97 -0.58 0.85
H -6.21 -1.88 -0.09
H -5.76 -0.20 -0.38
H -4.24 -3.43 0.19
H -2.38 -4.46 -1.07
H -0.20 -3.21 -1.20
O 2.19 -2.86 0.02
C 2.93 -2.58 -1.14
C 2.13 -1.99 -2.28
C 2.45 -2.37 -3.56
C 1.82 -1.68 -4.65
C 0.89 -0.74 -4.43
C 0.45 -0.38 -3.03
N 1.20 -1.07 -1.97
H 2.10 -2.02 0.51
H 3.39 -3.50 -1.48
H 3.74 -1.87 -0.91
H 3.19 -3.14 -3.73
H 2.10 -1.92 -5.67
H 0.40 -0.24 -5.25
H -0.63 -0.59 -2.91
N -0.12 2.01 -3.66
C 0.57 1.14 -2.71
O -0.01 1.34 -1.46
C 2.07 1.52 -2.68
C 2.72 1.13 -1.40
H -1.12 1.89 -3.52
H 0.10 1.76 -4.62
H 2.13 2.60 -2.81
H 2.58 1.05 -3.53
H 2.81 1.88 -0.62
H 3.50 0.38 -1.40
C 0.86 4.34 -0.46
S -0.30 3.76 0.79
C 0.19 4.87 2.13
H 0.71 5.40 -0.66
H 0.64 3.76 -1.35
H 1.89 4.16 -0.16
H 1.25 4.74 2.38
H -0.40 4.60 3.01
H 0.01 5.91 1.88
C 3.52 1.39 1.96
C 2.62 0.17 2.24
C 1.68 0.51 3.40
C 3.51 -1.02 2.63
N 1.84 -0.16 1.08
H 4.11 1.65 2.84
H 2.89 2.25 1.69
H 4.20 1.18 1.14
H 2.23 0.74 4.31
H 1.00 -0.33 3.59
H 1.06 1.37 3.13
H 4.10 -0.79 3.52
H 4.18 -1.27 1.82
H 2.89 -1.89 2.85

Output
spin multiplicity	2
gap between HOMO and LUMO (alpha / beta)	6.18 / 6.19	eV
highest occupied orbital energy (alpha / beta)	-3.488 / -3.642	eV
LUMO level (alpha / beta)	0.09905 / 0.09371	hartree
⟨S²⟩	0.76
total charge	-1